{
  "formula": "C17H12LuNO5S",
  "method": "ωB97M-V/def2-TZVPD",
  "symbols": ["O", "C", "Lu", "O", "C", "C", "O", "C", "O", "C", "O", "H", "N", "S", "C", "C", "C", "C", "C", "C", "C", "C", "C", "C", "C", "C", "H", "H", "H", "H", "H", "H", "H", "H", "H", "H", "H"],
  "coordinates": [[2.7063, 3.5160, -0.3788], [2.5928, 2.5290, -0.9279], [2.3624, 0.6578, -1.6283], [-0.3367, 1.6002, -3.0577], [0.6923, 1.3098, -2.6404], [2.3660, -0.9731, -2.7404], [2.3278, -2.0217, -3.2631], [4.3896, 0.1618, -1.0394], [4.8867, -0.8119, -1.3135], [3.5375, 1.4640, -3.3252], [4.1968, 1.8823, -4.1760], [4.7647, 0.9571, -0.2941], [1.2437, 0.0267, -0.1095], [0.0386, 0.9021, 0.5192], [-1.3625, 0.2170, -0.4564], [-2.2964, 1.0773, -0.9511], [-3.3607, 0.5642, -1.6754], [-3.4660, -0.7918, -1.9012], [-2.5024, -1.6421, -1.3936], [-1.4322, -1.1191, -0.6557], [-0.3589, 0.1256, 2.0926], [0.5560, -0.6297, 2.7851], [0.1744, -1.2332, 3.9892], [-1.0978, -1.0700, 4.4845], [-2.0159, -0.3004, 3.7795], [-1.6442, 0.2987, 2.5850], [1.2882, -0.9402, 0.2302], [-2.2248, 2.1711, -0.7758], [-4.1364, 1.2597, -2.0824], [-4.3175, -1.1994, -2.4865], [-2.5825, -2.7439, -1.5673], [-0.6798, -1.8481, -0.2587], [1.5973, -0.7726, 2.4236], [0.9171, -1.8438, 4.5595], [-1.4004, -1.5383, 5.4408], [-3.0418, -0.1523, 4.1725], [-2.3814, 0.9113, 2.0368]],
  "atomic_forces_ev_per_a": [[-0.3, -1.1, -0.6], [1.2, 7.4, 2.6], [-1.0, -1.0, 3.7], [2.4, -0.6, 0.8], [-5.9, 2.0, -3.5], [-0.1, -10.5, -6.9], [0.1, 4.5, 2.3], [1.9, 3.3, 2.2], [2.2, -3.7, -0.8], [4.5, 3.1, -6.2], [-2.7, -1.7, 3.5], [0.1, -0.6, -0.2], [-0.2, -1.3, 2.4], [-2.1, -1.1, 0.1], [0.9, 1.3, 1.1], [-0.7, 1.7, 0.0], [-1.0, 1.2, -0.5], [-0.8, -0.5, -0.6], [0.5, -1.1, 0.1], [0.3, -2.8, -0.2], [-0.2, 0.1, 0.1], [1.4, -0.5, 0.1], [1.3, -0.6, 0.3], [-0.6, -0.2, 0.7], [-0.7, 0.3, 0.1], [-1.0, 0.7, -0.3], [-0.3, 0.2, 0.1], [0.0, -0.8, -0.1], [0.8, -0.7, 0.4], [0.7, 0.4, 0.5], [0.2, 1.2, 0.2], [-0.7, 0.9, -0.3], [-0.8, 0.2, 0.3], [-0.7, 0.6, -0.7], [0.3, 0.3, -0.7], [0.8, -0.1, -0.4], [0.4, -0.4, 0.3]],
  "mulliken_charge": [-0.148, 0.134, 0.910, -0.164, 0.341, 0.264, -0.206, 0.023, -0.107, 0.251, -0.154, 0.395, -0.519, 0.289, 0.329, -0.077, -0.526, -0.508, -0.690, -0.337, 0.754, -0.114, -0.700, -0.448, -0.664, -0.361, 0.314, 0.423, 0.394, 0.411, 0.403, 0.250, 0.371, 0.360, 0.388, 0.381, 0.339],
  "gap_ha": [0.233, 0.201],
  "total_energy_ev": -73982.63855,
  "max_force_ev_per_a": 12.55,
  "total_charge": 2,
  "homo_energy_ha": [-0.5630, -0.5460]
}

***

{
  "formula": "C17H12N3OsS2",
  "method": "ωB97M-V/def2-TZVPD",
  "symbols": ["Os", "S", "C", "N", "C", "C", "C", "C", "C", "C", "S", "H", "H", "H", "H", "C", "C", "C", "C", "N", "C", "C", "C", "C", "C", "C", "N", "H", "H", "H", "H", "H", "H", "H", "H"],
  "coordinates": [[1.1637, -0.0422, -0.6833], [3.5009, -0.2958, -0.3990], [2.9562, -1.0014, 1.0624], [1.5902, -1.0394, 1.1341], [1.1562, -1.5294, 2.3147], [-0.1899, -1.6766, 2.7416], [-0.4108, -2.2064, 3.9738], [0.6821, -2.5976, 4.8124], [2.0214, -2.4515, 4.4129], [2.2494, -1.9174, 3.1748], [3.7898, -1.5933, 2.4145], [-1.0033, -1.3677, 2.1007], [-1.4182, -2.3402, 4.3447], [0.4687, -3.0136, 5.7898], [2.8244, -2.7510, 5.0741], [-2.9695, -1.3510, -1.0419], [-3.5480, -0.2875, -1.7222], [-2.7666, 0.8045, -2.0816], [-1.4278, 0.8165, -1.7491], [-0.8796, -0.2039, -1.0362], [-1.6368, -1.2715, -0.7079], [-0.4714, 1.8418, -2.1918], [-0.8094, 2.9721, -2.9010], [0.1955, 3.8244, -3.3520], [1.5224, 3.5228, -3.0846], [1.8076, 2.3933, -2.3508], [0.8341, 1.5686, -1.9036], [-3.5404, -2.2296, -0.7761], [-4.5961, -0.3141, -1.9915], [-3.2035, 1.6187, -2.6408], [-1.1382, -2.0706, -0.1747], [-1.8436, 3.1969, -3.1171], [-0.0625, 4.7132, -3.9138], [2.3287, 4.1537, -3.4318], [2.8241, 2.1252, -2.0996]],
  "atomic_forces_ev_per_a": [[-0.6, 0.5, 0.2], [0.0, 0.0, 0.1], [0.0, 0.0, 0.0], [0.2, -0.1, -0.1], [0.1, 0.0, 0.0], [0.0, 0.0, 0.0], [0.0, 0.0, 0.0], [-0.1, 0.0, 0.0], [0.1, 0.0, 0.0], [0.0, 0.0, 0.0], [0.0, 0.0, -0.1], [0.0, 0.0, 0.0], [0.0, 0.0, 0.0], [0.0, 0.0, 0.0], [0.0, 0.0, 0.0], [0.0, 0.0, 0.0], [0.0, 0.0, 0.0], [0.0, 0.0, 0.0], [-0.1, -0.1, 0.0], [0.2, -0.1, 0.0], [0.0, 0.1, 0.1], [0.0, 0.1, -0.1], [0.0, 0.0, 0.0], [0.0, 0.0, 0.0], [0.0, 0.0, 0.0], [0.0, 0.0, 0.1], [0.3, -0.3, 0.0], [0.0, 0.0, 0.0], [0.0, 0.0, 0.0], [0.0, 0.0, 0.0], [0.0, 0.0, 0.0], [0.0, 0.0, 0.0], [0.0, 0.0, 0.0], [0.0, 0.0, 0.0], [0.0, 0.0, 0.0]],
  "mulliken_charge": [0.868, -0.174, 0.554, -0.302, 0.365, -0.363, -0.696, -0.452, -0.465, 0.726, 0.014, 0.539, 0.462, 0.449, 0.476, -0.983, -0.387, -0.617, 0.542, -0.177, -0.165, 0.967, -0.541, -0.424, -0.764, 0.184, -0.320, 0.439, 0.487, 0.364, 0.779, 0.368, 0.490, 0.434, 0.325],
  "gap_ha": [0.307, 0.196],
  "total_energy_ev": -46402.58979,
  "max_force_ev_per_a": 0.78,
  "relative_energy_kcal_mol": 0.00,
  "spin_multiplicity": 5,
  "total_charge": 3,
  "homo_energy_ha": [-0.6952, -0.6956],
  "s2": 6.04
}

***

{
  "formula": "C17H12N4O11P2Sn",
  "method": "ωB97M-V/def2-TZVPD",
  "symbols": ["Sn", "O", "P", "O", "O", "O", "P", "O", "O", "O", "H", "H", "O", "C", "O", "C", "C", "C", "N", "C", "C", "C", "O", "O", "H", "H", "H", "N", "C", "C", "C", "C", "C", "C", "C", "N", "C", "C", "N", "C", "H", "H", "H", "H", "H", "H", "H"],
  "coordinates": [[-0.3595, -0.9171, -0.9144], [-4.1032, -0.1372, -2.3914], [-3.7266, -1.3854, -1.4730], [-4.6984, -2.4676, -1.5689], [-2.2328, -1.6810, -1.6862], [-3.7578, -0.7038, 0.0454], [-2.5200, 0.1725, 0.5122], [-3.0708, 1.0424, 1.7145], [-1.4051, -0.7734, 0.9568], [-2.0215, 1.0430, -0.6118], [-3.4995, 0.6037, -2.2168], [-3.4147, 0.5129, 2.4475], [0.0418, -9.0965, -3.5886], [1.1446, -9.0292, -3.2343], [2.2365, -8.9897, -2.8450], [0.5836, -6.1494, -2.3698], [-0.6836, -5.6729, -2.5705], [-0.8986, -4.3692, -2.1372], [0.1393, -3.7103, -1.5804], [1.2606, -4.2783, -1.4585], [1.6735, -5.5770, -1.8222], [2.8858, -3.1811, -0.6341], [3.7340, -3.9917, -0.5445], [2.4191, -2.0972, -0.5254], [-1.4805, -6.2461, -3.0228], [-1.8492, -3.8575, -2.2147], [2.6717, -5.9494, -1.6536], [-0.1144, 9.3004, 3.0715], [0.1292, 8.2166, 2.7779], [0.4373, 6.8522, 2.4108], [1.6836, 6.3143, 2.7098], [1.9806, 5.0099, 2.3566], [1.0313, 4.2337, 1.7060], [-0.2191, 4.7641, 1.4113], [-0.5111, 6.0698, 1.7599], [1.3380, 2.8922, 1.3442], [2.3989, 2.1248, 1.7968], [2.2778, 0.9223, 1.1855], [1.1741, 0.9240, 0.3547], [0.6392, 2.1123, 0.4767], [2.4234, 6.9207, 3.2145], [2.9601, 4.6130, 2.5789], [-0.9794, 4.1634, 0.9319], [-1.4843, 6.4835, 1.5337], [3.1150, 2.4831, 2.5125], [2.9112, 0.0563, 1.2781], [-0.2601, 2.4298, -0.0237]],
  "atomic_forces_ev_per_a": [[0.2, 0.2, -0.5], [0.0, 0.0, 0.1], [-0.1, 0.1, 0.0], [0.1, 0.0, 0.0], [0.0, -0.1, 0.0], [-0.1, 0.1, 0.0], [-0.2, 0.1, -0.1], [0.1, -0.2, 0.0], [0.0, -0.2, 0.2], [0.0, -0.1, 0.1], [0.0, 0.0, 0.0], [0.0, 0.1, -0.1], [0.2, 0.1, -0.1], [-0.1, -0.2, 0.3], [-0.1, 0.1, -0.2], [0.1, 0.0, 0.0], [0.2, 0.0, 0.1], [0.0, 0.1, 0.1], [-0.3, -0.1, 0.0], [-0.4, -0.4, -0.3], [0.1, 0.0, 0.0], [1.1, 0.9, 0.6], [-0.5, -0.1, -0.2], [-0.2, -0.6, -0.1], [0.0, 0.0, 0.0], [0.0, 0.0, 0.0], [0.0, 0.0, 0.0], [0.0, 0.0, 0.0], [0.1, -0.3, -0.1], [-0.1, 0.2, 0.1], [0.1, 0.0, 0.0], [0.1, 0.1, 0.0], [0.0, -0.3, -0.1], [-0.1, 0.0, 0.0], [-0.1, 0.0, 0.0], [0.0, 0.2, 0.1], [-0.1, 0.1, 0.0], [-0.1, -0.1, -0.2], [0.0, 0.2, 0.2], [0.0, 0.0, 0.1], [0.0, 0.0, 0.0], [0.0, 0.0, 0.0], [0.0, 0.0, 0.0], [0.0, 0.0, 0.0], [0.0, 0.0, 0.0], [0.0, 0.0, 0.0], [0.0, 0.0, 0.0]],
  "mulliken_charge": [1.030, -0.545, 0.817, -0.710, -0.306, -0.320, 1.064, -0.528, -0.567, -0.746, 0.386, 0.334, -0.385, 0.826, -0.383, -0.212, -0.807, -0.411, 0.178, 0.217, -0.318, 0.746, -0.442, -0.356, 0.473, 0.416, 0.525, -0.483, 0.069, 0.367, -1.011, -0.366, 1.595, -0.442, -1.040, 0.266, -0.122, -0.982, -0.028, -0.505, 0.438, 0.296, 0.356, 0.437, 0.310, 0.451, 0.419],
  "gap_ha": [0.262, 0.281],
  "total_energy_ev": -70721.27681,
  "max_force_ev_per_a": 1.49,
  "relative_energy_kcal_mol": 0.00,
  "homo_energy_ha": [-0.3484, -0.3411]
}

***

{
  "formula": "C17H13Br2F3N4O2S",
  "method": "ωB97M-V/def2-TZVPD",
  "symbols": ["O", "C", "N", "H", "C", "H", "H", "C", "H", "O", "C", "C", "H", "H", "C", "H", "H", "H", "H", "C", "N", "N", "C", "C", "C", "N", "C", "C", "Br", "C", "C", "C", "C", "S", "H", "Br", "H", "H", "C", "F", "F", "F"],
  "coordinates": [[1.0890, -0.3970, -3.0203], [0.1326, -0.1038, -2.3384], [-0.9523, 0.5657, -2.7930], [-1.6193, 0.9259, -2.1272], [-0.8863, 1.2651, -4.0511], [-0.1234, 0.7584, -4.6447], [-1.8504, 1.1880, -4.5575], [-0.5054, 2.7630, -3.8335], [-1.4043, 3.3819, -3.9284], [-0.0071, 2.9654, -2.5233], [1.4179, 3.0014, -2.5409], [1.8515, 2.7458, -3.9854], [2.0300, 1.6807, -4.1329], [2.7512, 3.2966, -4.2472], [0.6218, 3.2003, -4.7704], [0.6165, 4.2864, -4.8726], [0.5434, 2.7490, -5.7562], [1.7310, 3.9932, -2.1929], [1.8043, 2.2466, -1.8497], [0.0180, -0.5183, -0.9084], [1.0660, -0.4220, -0.0931], [0.6775, -0.8865, 1.0744], [1.3897, -0.9797, 2.2231], [0.7912, -1.5005, 3.3294], [-0.5695, -1.9279, 3.2417], [-1.2544, -1.8239, 2.1222], [-0.6585, -1.3172, 1.0610], [-1.0871, -1.0662, -0.2406], [-2.7912, -1.4373, -0.9089], [-1.2525, -2.4887, 4.3760], [-2.5520, -2.9302, 4.4080], [-2.9089, -3.4223, 5.6748], [-1.9001, -3.3575, 6.5925], [-0.4786, -2.6872, 5.9213], [-1.9228, -3.6675, 7.6183], [-4.6206, -4.1089, 6.0761], [-3.2054, -2.8965, 3.5563], [1.3340, -1.5880, 4.2561], [2.8195, -0.4907, 2.1938], [3.5748, -1.1928, 1.3471], [3.3889, -0.5982, 3.4030], [2.9015, 0.7951, 1.8416]],
  "atomic_forces_ev_per_a": [[0.4, 0.0, -0.1], [-0.4, 0.0, 0.1], [-0.2, 0.0, -0.2], [0.2, -0.2, 0.1], [0.1, 0.1, 0.0], [-0.1, 0.1, 0.0], [0.1, 0.0, -0.1], [-0.1, 0.0, -0.3], [0.1, -0.1, 0.0], [-0.1, 0.1, 0.0], [0.4, 0.1, 0.1], [-0.1, 0.0, 0.1], [0.0, 0.0, 0.0], [0.1, 0.0, 0.0], [-0.1, 0.1, 0.2], [0.0, 0.0, -0.1], [0.0, 0.0, -0.1], [0.0, -0.1, 0.0], [0.0, 0.1, 0.0], [-0.2, -0.4, 0.7], [1.0, 0.5, -0.8], [-1.2, -0.5, 0.2], [0.2, 0.0, 0.4], [0.0, 0.1, -0.4], [0.2, 0.4, -1.0], [-0.3, -0.4, 0.9], [0.5, 0.5, -0.9], [-0.1, 0.0, 0.1], [0.1, -0.1, 0.2], [-0.4, -0.4, 1.0], [0.4, 0.2, -0.1], [0.1, -0.1, 0.5], [0.0, 0.1, -0.2], [-0.5, -0.1, -0.4], [0.0, -0.1, 0.2], [0.2, 0.1, -0.1], [-0.1, 0.0, -0.2], [0.2, 0.1, 0.0], [0.6, 0.2, 0.0], [-0.2, -0.1, -0.1], [-0.2, -0.1, 0.2], [-0.2, 0.0, 0.0]],
  "mulliken_charge": [-0.618, 0.350, -0.006, 0.265, -1.412, 0.442, 0.394, 0.555, 0.419, -0.500, -0.400, -0.523, 0.190, 0.439, -0.892, 0.336, 0.356, 0.359, 0.180, 0.675, -1.586, 0.894, 0.005, -0.862, 1.027, -0.515, 0.583, -0.920, -0.118, 0.425, -0.574, -0.208, -0.210, -0.227, 0.507, -0.165, 0.558, 0.634, 0.928, -0.254, -0.282, -0.250],
  "gap_ha": 0.280,
  "total_energy_ev": -186967.98184,
  "smiles": "O=C(NC[C@@H]1CCCO1)c1nn2c(C(F)(F)F)cc(-c3cc(Br)cs3)nc2c1Br",
  "max_force_ev_per_a": 1.35,
  "homo_energy_ha": -0.3169
}